The following is a quantum chemistry calculation of C33H32BF6NO2S as an isolated structure, from OMol25.

Last column: Mulliken charge in e.
Element x y z (Å)
C: -3.240 4.369 -1.058  -1.339
C: -2.272 3.261 -0.924  0.589
C: -2.464 1.953 -1.372  -1.236
C: -1.360 1.132 -1.174  -1.168
C: -0.313 1.730 -0.383  1.259
B: -2.700 -0.550 3.373  0.644
C: 0.594 1.209 0.640  1.669
C: 1.015 2.160 1.672  -1.354
C: 2.012 3.041 1.445  0.557
C: 2.457 3.931 2.573  0.602
F: 3.826 3.953 2.676  -0.282
F: 2.042 5.227 2.396  -0.276
F: 1.972 3.515 3.789  -0.264
C: 2.610 3.158 0.162  -0.881
C: 2.175 2.379 -0.862  -0.786
C: 2.788 2.494 -2.232  0.756
F: 3.266 1.271 -2.655  -0.282
F: 1.862 2.896 -3.168  -0.273
F: 3.832 3.369 -2.292  -0.303
C: 1.169 1.358 -0.720  -0.657
O: -3.550 0.206 4.111  -0.555
C: -4.825 0.039 3.445  1.750
C: -5.863 -0.014 4.545  -1.832
C: -5.060 1.296 2.593  -1.875
C: -4.635 -1.293 2.594  1.382
C: -4.996 -2.570 3.365  -1.862
C: -5.298 -1.306 1.230  -1.741
O: -3.190 -1.345 2.379  -0.484
S: -0.745 3.471 -0.211  -0.389
H: -3.658 4.372 -2.070  0.334
H: -4.063 4.259 -0.342  0.204
H: -2.716 5.311 -0.871  0.419
H: -3.379 1.650 -1.875  0.429
H: -1.252 0.138 -1.593  0.766
H: 0.551 2.099 2.651  0.703
H: 3.424 3.866 0.027  0.545
H: 1.229 0.484 -1.377  0.881
H: -6.873 -0.138 4.136  0.344
H: -5.655 -0.835 5.244  0.371
H: -5.845 0.928 5.112  0.457
H: -6.101 1.342 2.243  0.348
H: -4.879 2.189 3.212  0.499
H: -4.390 1.361 1.720  0.245
H: -6.070 -2.646 3.576  0.369
H: -4.728 -3.444 2.757  0.459
H: -4.451 -2.648 4.318  0.317
H: -6.388 -1.303 1.351  0.391
H: -5.012 -0.439 0.623  0.218
H: -5.019 -2.212 0.680  0.471
C: -0.198 -1.247 0.161  -2.624
C: 0.032 -0.059 1.090  0.852
N: 0.996 -0.605 2.141  0.729
C: 0.818 -0.519 3.523  -0.354
C: -0.359 -0.363 4.225  -0.003
C: -0.238 -0.174 5.600  -1.023
C: 1.017 -0.138 6.242  -0.944
C: 2.201 -0.299 5.512  -0.493
C: 2.092 -0.521 4.142  0.680
C: 3.079 -0.582 3.094  0.241
C: 2.365 -0.682 1.871  0.527
C: 3.023 -0.643 0.649  -0.314
C: 4.389 -0.345 0.643  -0.560
C: 5.091 -0.183 1.849  -0.799
C: 4.449 -0.320 3.083  -0.585
H: -0.189 -2.174 0.749  0.460
H: -1.200 -1.172 -0.267  0.506
H: 0.561 -1.331 -0.622  0.345
H: -0.897 0.146 1.641  -0.600
H: -1.438 -0.420 3.622  0.916
H: -1.139 -0.050 6.201  0.489
H: 1.071 0.020 7.320  0.355
H: 3.194 -0.258 5.956  0.468
H: 2.474 -0.852 -0.263  0.334
H: 4.909 -0.237 -0.308  0.454
H: 6.156 0.052 1.809  0.364
H: 4.977 -0.206 4.031  0.441

Forces on atoms 1 to 3 (eV/Å):
C 0.0658 0.2760 0.0515
C -0.8532 -1.2816 -0.5966
C 0.6491 0.6631 0.1549

Computed properties:
Gap between HOMO and LUMO, eV: 2.581
Multiplicity: 1
HOMO, eV: -4.443
F_max, eV/A: 4.520
Energy relative to the best compared isomer or geometry (same formula, charge and spin), kJ/mol: 404.4
E_LUMO, hartree: -0.068

=====

The following is a quantum chemistry calculation of C33H32BrF5N5O2SeTa as an isolated structure, from OMol25.

Last column: Mulliken charge in e.
Element x y z (Å)
Ta: 0.741 1.444 -0.700  0.159
O: 1.241 8.475 -1.031  -0.646
C: 2.272 7.805 -1.077  0.337
O: 3.488 7.926 -0.935  -0.646
C: 1.884 6.192 -1.145  -0.468
C: 0.551 5.785 -1.145  -0.896
C: 0.248 4.457 -1.039  1.389
N: 1.239 3.512 -0.999  0.679
C: 2.541 3.911 -1.012  0.836
C: 2.887 5.226 -1.015  -0.798
C: 3.494 2.801 -0.976  0.772
C: 4.854 2.967 -1.105  -0.999
C: 5.684 1.859 -1.051  -0.400
C: 5.130 0.594 -0.886  -1.198
C: 3.772 0.480 -0.771  0.087
N: 2.950 1.563 -0.806  0.238
C: -1.112 3.922 -0.895  0.432
C: -2.256 4.679 -1.040  -0.959
C: -3.490 4.083 -0.832  -0.584
C: -3.556 2.738 -0.486  -0.981
C: -2.384 2.033 -0.372  -0.210
N: -1.191 2.615 -0.571  -0.235
H: -0.207 6.562 -1.190  0.660
H: 3.912 5.576 -0.927  0.644
H: 5.262 3.956 -1.254  0.480
H: 6.757 1.982 -1.139  0.495
H: 5.743 -0.296 -0.848  0.494
H: 3.321 -0.488 -0.636  0.511
H: -2.190 5.721 -1.319  0.522
H: -4.396 4.667 -0.939  0.485
H: -4.502 2.243 -0.312  0.505
H: -2.382 0.981 -0.115  0.577
C: -0.564 -5.445 -0.815  -0.789
C: -0.690 -5.094 -2.298  -0.703
C: -0.220 -3.682 -2.662  -0.176
C: -1.225 -2.568 -2.395  -0.777
N: -1.549 -2.353 -0.966  0.938
C: -0.757 -1.813 -0.035  -0.836
Se: 0.953 -1.083 -0.408  0.193
N: -1.328 -1.892 1.167  1.232
C: -0.718 -1.611 2.489  -0.878
C: -0.424 -2.892 3.271  -0.849
C: 0.671 -3.762 2.658  0.148
C: 2.043 -3.086 2.622  -0.904
C: -2.577 -2.499 1.006  1.187
C: -3.577 -2.801 1.930  -0.961
C: -4.695 -3.435 1.437  -0.890
C: -4.821 -3.761 0.072  -0.785
C: -3.840 -3.445 -0.841  -1.193
C: -2.714 -2.793 -0.340  0.557
H: -0.769 -6.504 -0.653  0.422
H: -1.261 -4.887 -0.182  0.047
H: 0.455 -5.252 -0.462  0.240
H: -1.723 -5.233 -2.638  0.267
H: -0.089 -5.802 -2.870  0.424
H: -0.009 -3.631 -3.733  0.519
H: 0.720 -3.466 -2.146  0.097
H: -2.169 -2.805 -2.881  0.553
H: -0.873 -1.626 -2.801  -0.111
H: -1.407 -0.968 3.035  0.377
H: 0.200 -1.056 2.318  0.020
H: -1.341 -3.476 3.374  0.470
H: -0.125 -2.583 4.275  0.491
H: 0.375 -4.080 1.649  -0.321
H: 0.741 -4.673 3.253  0.460
H: 2.102 -2.301 1.866  -0.015
H: 2.824 -3.813 2.393  0.433
H: 2.285 -2.636 3.590  0.318
H: -3.490 -2.543 2.978  0.536
H: -5.497 -3.693 2.117  0.470
H: -5.711 -4.277 -0.267  0.457
H: -3.947 -3.696 -1.889  0.412
F: 1.468 0.688 2.082  -0.385
C: 0.561 1.539 1.515  0.589
F: -0.701 1.061 1.817  -0.272
C: 0.746 2.850 2.328  0.559
F: -0.181 3.748 1.985  -0.197
F: 1.962 3.346 2.047  -0.196
F: 0.664 2.617 3.622  -0.229
Br: -0.081 1.196 -3.047  -0.236

Forces on atoms 1 to 3 (eV/Å):
Ta -0.1239 0.9361 -1.7734
O 0.6148 -0.1016 -0.3062
C -0.2604 -0.8960 0.7451

Computed properties:
Gap between HOMO and LUMO, eV: 4.048
Multiplicity: 1
HOMO, eV: -12.630
F_max, eV/A: 2.009
Energy relative to the best compared isomer or geometry (same formula, charge and spin), kJ/mol: 100.9
E_LUMO, hartree: -0.315
Net charge: +2